Record 1
Entry from the OMol25 dataset: the ion C3H6N2O2 with charge +1 in a non-equilibrium geometry (ωB97M-V/def2-TZVPD).

Structure (XYZ):
```
13
Properties=species:S:1:pos:R:3:forces:R:3:lowdin_charge:R:1
O 2.49947 0.98847 0.54160 0.49 -0.18 -0.26 0.22
C 1.44923 0.47675 0.59524 -0.58 0.94 0.89 -0.16
C 1.05730 -0.76716 -0.25714 -0.08 -1.79 -0.40 -0.07
N -0.30564 -1.15003 -0.15990 1.26 0.31 -0.28 0.18
C -1.31348 -0.18485 -0.18301 -0.97 1.21 0.16 -0.55
N -1.15859 0.88027 -1.02420 0.51 -1.42 -0.37 0.22
O -2.16036 -0.27269 0.67596 -0.09 -0.44 0.09 0.22
H 0.63342 0.84534 1.24616 -0.06 -0.01 0.11 0.16
H 1.39552 -0.52570 -1.26796 -0.24 0.19 -0.12 0.16
H 1.64078 -1.62552 0.08600 0.24 0.25 -0.02 0.16
H -0.52396 -2.01338 0.32645 -0.25 0.10 0.21 0.19
H -2.02983 1.29669 -1.29803 -0.38 0.54 0.26 0.14
H -0.61842 0.63481 -1.84138 0.16 0.29 -0.25 0.12
```
Positions in Å, forces in eV/Å.

## Properties
Expectation value of S²: 0.765
Net charge: +1
Kohn-Sham gap (spin up / spin down), eV: 11.7 / 5.9
E_HOMO (spin up / spin down), eV: -15.97 / -15.24
Multiplicity: 2
E_LUMO (spin up / spin down), eV: -4.32 / -9.34


Record 2
Entry from the OMol25 dataset: a structure of composition C8H10N2SYb in a non-equilibrium geometry (ωB97M-V/def2-TZVPD).

Structure (XYZ):
```
22
Properties=species:S:1:pos:R:3:forces:R:3:lowdin_charge:R:1
C -0.42034 1.19902 -1.90329 0.39 0.30 0.46 -0.23
C 0.98075 1.36024 -1.68365 -0.53 0.13 0.33 -0.23
C 1.15511 2.23170 -0.56654 -0.42 -0.37 -0.11 -0.23
C -0.13827 2.60960 -0.09793 0.08 -0.48 -0.19 -0.23
C -1.11133 1.96990 -0.92142 0.54 -0.22 0.00 -0.23
Yb 0.02572 -0.22782 0.51293 -1.03 2.69 -0.44 1.45
N -1.54867 -1.54154 0.11461 1.30 0.87 0.55 -0.28
C -0.34410 -2.44595 -0.25293 -2.78 -4.23 -1.03 -0.54
C 1.03853 -1.99067 -0.45646 1.23 1.55 0.31 -0.35
H 2.10826 2.58840 -0.17949 -0.26 -0.13 -0.05 0.08
H 1.77455 0.92875 -2.29185 -0.24 0.07 0.25 0.08
H -0.34464 3.30346 0.71567 0.05 -0.25 -0.18 0.08
H -2.19184 2.08503 -0.84855 0.32 -0.09 0.04 0.08
H -0.87738 0.62276 -2.70670 0.12 0.09 0.34 0.08
H 1.34908 -1.94592 -1.49649 0.24 -0.09 0.21 0.01
H -0.32307 -3.29022 0.47955 -0.18 0.36 -0.37 0.08
H -2.40885 -2.08690 0.16611 0.73 0.15 -0.17 -0.01
H 1.75879 -2.38903 0.25778 0.06 -0.28 -0.33 0.01
H -0.66932 -2.87727 -1.23094 0.19 -0.07 0.61 0.08
S -0.03063 -0.00462 5.58677 -0.06 0.04 0.95 0.47
C 0.07038 -0.03410 3.99727 0.21 -0.11 -2.92 -1.04
N 0.14729 -0.06483 2.80555 0.03 0.07 1.71 -0.12
```
Positions in Å, forces in eV/Å.

## Properties
Expectation value of S²: 0.751
Net charge: -1
Kohn-Sham gap (spin up / spin down), eV: 7.4 / 7.4
E_HOMO (spin up / spin down), eV: -4.19 / -4.22
Multiplicity: 2
E_LUMO (spin up / spin down), eV: 3.20 / 3.20


Taking the records one at a time from the top gives ΔE to the lowest compared entry with this formula, charge and spin values of 15.8, 0.0 kcal/mol.